(1)
The following is a quantum chemistry calculation of a structure of composition C20H21MnO3, from the Open Molecules 2025 dataset.

Each line ends with the natural charge from an NBO analysis.
Positions of all 45 atoms, in Å:
Mn: 0.889 -0.715 2.213  0.964
O: 3.012 -1.730 0.165  -0.574
O: -0.801 0.897 -0.945  -0.509
O: 1.160 -2.941 0.269  -0.700
C: 0.030 0.536 -2.077  -0.098
C: -1.263 -1.426 2.111  -0.256
C: -2.834 0.806 -3.075  -0.222
C: 1.156 1.257 3.227  -0.330
C: 0.016 -1.301 4.047  -0.283
C: 3.612 -2.642 -0.840  -0.277
C: -1.038 -0.671 3.292  -0.352
C: -2.288 3.106 -3.645  -0.234
C: 1.812 -1.991 0.689  0.414
C: -3.946 0.870 -3.914  -0.210
C: 2.104 0.255 3.676  -0.277
C: -0.372 -2.547 2.134  -0.245
C: -3.373 3.149 -4.521  -0.210
C: 0.462 -2.459 3.311  -0.330
C: -4.215 2.031 -4.649  -0.214
C: 2.894 -0.148 2.539  -0.299
C: 2.420 0.601 1.398  -0.288
C: 1.329 1.437 1.822  -0.270
C: -0.783 1.832 -2.075  0.017
C: -1.987 1.924 -2.917  0.023
H: -3.567 4.058 -5.101  0.217
H: 2.942 -2.824 -1.691  0.196
H: -2.630 -0.103 -2.513  0.222
H: 3.873 -3.578 -0.335  0.190
H: 0.358 -0.972 5.026  0.240
H: 0.805 2.164 1.200  0.253
H: 2.933 0.694 0.448  0.259
H: -1.634 0.186 3.607  0.243
H: -5.077 2.075 -5.315  0.216
H: 4.504 -2.101 -1.156  0.185
H: 2.266 -0.090 4.694  0.244
H: -4.606 0.007 -3.993  0.216
H: 1.102 0.626 -1.895  0.192
H: 0.485 1.858 3.841  0.244
H: 1.185 -3.205 3.644  0.255
H: -0.489 -3.407 1.485  0.279
H: -2.027 -1.229 1.363  0.252
H: -0.346 -0.272 -2.719  0.195
H: -0.223 2.760 -1.891  0.194
H: -1.646 3.980 -3.500  0.211
H: 3.795 -0.755 2.568  0.260

Output
LUMO level (alpha / beta)   -0.37 / 0.06 eV
E   -58537.1907 eV
HOMO energy (alpha / beta)   -6.1 / -7.4 eV
Kohn-Sham gap (alpha / beta)   5.70 / 7.46 eV
2S+1   5
⟨S²⟩   6.142

(2)
The following is a quantum chemistry calculation of an isolated molecule of C20H21N3O2, from the Open Molecules 2025 dataset.

Each line ends with the natural charge from an NBO analysis.
Positions of all 46 atoms, in Å:
O: -1.651 1.097 2.550  -0.537
O: -1.272 2.842 -2.565  -0.603
N: 0.768 1.364 1.333  -0.588
N: -2.784 1.777 -1.424  -0.615
N: 5.864 -0.243 -0.534  -0.427
C: 1.982 0.856 0.850  0.096
C: -0.467 1.407 0.634  0.164
C: -6.371 -1.563 -1.011  -0.633
C: -5.377 -2.305 1.725  -0.647
C: 3.440 -0.103 -0.862  -0.257
C: 6.024 -0.896 -1.841  -0.411
C: -4.516 0.140 -1.127  -0.276
C: 4.577 0.102 -0.059  0.156
C: 7.017 -0.397 0.340  -0.396
C: -1.475 2.204 -1.558  0.609
C: -2.912 0.472 0.686  -0.220
C: -3.635 -0.510 1.421  -0.149
C: -4.697 -1.211 0.868  0.028
C: -5.166 -0.831 -0.406  0.008
C: 2.145 0.238 -0.427  -0.190
C: -0.404 2.023 -0.624  -0.308
C: 3.107 1.101 1.632  -0.213
C: -1.702 1.044 1.342  0.506
C: -3.387 0.792 -0.619  0.292
C: 4.409 0.720 1.185  -0.254
H: -5.167 -3.308 1.344  0.218
H: 3.548 -0.541 -1.828  0.212
H: 3.055 1.562 2.608  0.213
H: 7.711 0.459 0.347  0.188
H: 7.097 -1.031 -2.092  0.208
H: -4.856 0.461 -2.099  0.208
H: -6.680 -1.065 -1.948  0.218
H: -3.327 -0.745 2.444  0.230
H: -5.022 -2.344 2.764  0.222
H: -6.463 -2.092 1.732  0.215
H: 5.563 -1.890 -1.821  0.184
H: 0.576 2.409 -0.929  0.252
H: 5.296 0.926 1.789  0.215
H: 1.314 0.034 -1.058  0.215
H: 7.562 -1.260 0.027  0.196
H: 6.651 -0.567 1.336  0.199
H: 0.685 1.373 2.340  0.413
H: -6.110 -2.647 -1.168  0.226
H: -3.316 1.995 -2.253  0.409
H: -7.225 -1.529 -0.371  0.220
H: 5.592 -0.326 -2.675  0.202

Output
LUMO level   -0.44 eV
E   -29645.5945 eV
HOMO energy   -7.1 eV
Kohn-Sham gap   6.64 eV
SMILES   Cc1cc2[nH]c(=O)cc(Nc3ccc(N(C)C)cc3)c(=O)c2cc1C

(3)
The following is a quantum chemistry calculation of an isolated molecule of C20H21N3O4, from the Open Molecules 2025 dataset.

Each line ends with the natural charge from an NBO analysis.
Positions of all 48 atoms, in Å:
O: -2.578 4.153 0.922  -0.599
O: -0.597 4.418 -0.168  -0.708
O: -0.564 1.279 1.851  -0.612
O: 7.370 -0.840 0.237  -0.663
N: -4.315 -1.220 -1.709  -0.530
N: 0.894 -1.122 0.481  -0.822
N: -0.774 1.443 -0.379  -0.643
C: -3.375 -3.258 -0.529  -0.241
C: -2.988 -3.719 0.699  -0.223
C: -1.662 3.648 0.223  0.775
C: 1.970 0.634 -0.648  -0.434
C: 3.401 0.239 -0.422  -0.063
C: 5.699 0.762 0.110  -0.302
C: 6.063 -0.603 0.078  0.326
C: 1.179 0.302 0.580  -0.145
C: -3.741 -1.875 -0.637  0.133
C: 5.159 -1.670 -0.368  -0.302
C: -3.963 0.105 -1.616  -0.046
C: -1.987 2.304 -0.383  -0.122
C: -3.259 1.716 0.354  -0.439
C: 4.424 1.193 -0.201  -0.166
C: -3.093 -1.515 1.732  -0.178
C: -3.662 0.314 -0.187  -0.095
C: -0.122 1.040 0.768  0.677
C: -2.755 -2.845 1.908  -0.238
C: 3.797 -1.147 -0.545  -0.154
C: -3.431 -0.919 0.393  -0.108
H: 3.986 2.283 -0.031  0.210
H: -3.860 2.660 0.156  0.259
H: -2.848 1.671 1.467  0.271
H: -4.040 0.699 -2.723  0.227
H: -4.440 -1.596 -2.770  0.413
H: 7.551 -1.766 0.214  0.479
H: -0.768 5.516 -0.082  0.524
H: -2.745 -0.881 2.471  0.212
H: 3.022 -1.677 -1.032  0.209
H: 0.325 -1.245 -0.270  0.352
H: 5.420 -2.653 -0.400  0.208
H: -0.452 1.215 -1.281  0.395
H: -2.725 -4.789 0.609  0.215
H: 1.894 0.299 1.506  0.233
H: 1.537 0.186 -1.577  0.202
H: 6.435 1.394 0.516  0.224
H: -3.668 -3.809 -1.479  0.217
H: 0.581 -1.454 1.491  0.388
H: -2.025 2.513 -1.534  0.229
H: -2.387 -3.048 2.914  0.232
H: 2.117 1.667 -0.712  0.221

Output
LUMO level   0.23 eV
E   -33736.0274 eV
HOMO energy   -7.6 eV
Kohn-Sham gap   7.87 eV
SMILES   N[C@@H](Cc1ccc(O)cc1)C(=O)N[C@@H](Cc1c[nH]c2ccccc12)C(=O)O

(4)
The following is a quantum chemistry calculation of an isolated molecule of C20H21N5O3S, from the Open Molecules 2025 dataset.

Each line ends with the natural charge from an NBO analysis.
Positions of all 50 atoms, in Å:
S: 4.259 -5.094 0.787  2.313
O: -0.651 0.942 -1.942  -0.281
O: 3.201 -5.736 1.501  -0.932
O: 5.584 -5.625 0.891  -0.942
N: 3.928 -5.083 -0.846  -0.852
N: -2.105 6.907 -0.580  -0.835
N: -2.704 2.900 3.688  -0.521
N: -1.206 -1.033 -1.163  -0.523
N: -0.369 0.037 -2.921  -0.161
C: -2.585 5.808 0.240  -0.200
C: 1.824 -3.276 -3.266  -0.176
C: 1.650 -4.298 -0.697  -0.222
C: -1.877 2.884 1.604  -0.036
C: 2.835 -4.433 -1.414  0.123
C: -1.523 5.445 1.286  -0.424
C: -2.379 2.075 2.658  0.144
C: 0.641 -3.138 -2.556  -0.034
C: -1.151 0.248 -0.906  0.534
C: -2.064 0.119 1.361  -0.175
C: 0.569 -3.655 -1.267  -0.189
C: -0.541 -2.409 -3.144  -0.461
C: -1.562 0.909 0.307  -0.163
C: -1.463 2.289 0.420  -0.159
C: 2.914 -3.917 -2.705  -0.249
C: -1.920 4.239 2.065  -0.104
C: 4.284 -3.341 1.239  -0.872
C: -2.430 4.195 3.329  -0.016
C: -0.711 -1.120 -2.426  0.325
C: -2.474 0.691 2.540  -0.227
H: -1.072 2.876 -0.397  0.229
H: -0.383 -2.203 -4.202  0.237
H: -2.857 0.089 3.351  0.215
H: 3.351 -2.894 0.922  0.248
H: 4.387 -3.286 2.314  0.252
H: -2.774 7.126 -1.310  0.359
H: -3.536 6.026 0.757  0.161
H: 3.830 -4.023 -3.268  0.210
H: 5.132 -2.882 0.749  0.242
H: -2.752 4.951 -0.417  0.188
H: -1.381 6.291 1.963  0.205
H: -1.978 7.740 -0.014  0.349
H: 4.764 -5.128 -1.407  0.419
H: -0.346 -3.541 -0.706  0.227
H: -3.081 2.609 4.574  0.414
H: 1.585 -4.718 0.294  0.237
H: 1.900 -2.876 -4.266  0.215
H: -0.582 5.263 0.764  0.221
H: -2.616 5.001 4.013  0.211
H: -1.447 -3.003 -3.010  0.238
H: -2.116 -0.947 1.212  0.237

Output
LUMO level   0.50 eV
E   -45508.8353 eV
HOMO energy   -8.3 eV
Kohn-Sham gap   8.79 eV
SMILES   CS(=O)(=O)Nc1ccc(Cc2noc(-c3ccc4[nH]cc(CCN)c4c3)n2)cc1